No. 1
The following is a DFT calculation (wB97M-V/def2-TZVPD) of a 3-piece molecular cluster, C4H6O2 overall.

Geometry (Å):
O 0.451 2.830 0.986
C 1.090 1.956 0.646
C -1.672 0.377 -0.079
C -1.468 -0.918 0.139
O 1.441 -1.530 -1.295
C 1.989 -0.835 -0.477
H -1.325 0.861 -0.989
H -2.200 1.006 0.634
H -1.824 -1.402 1.045
H -0.928 -1.538 -0.570
H 2.783 -0.115 -0.755
H 1.735 -0.874 0.600

Summary:
HOMO-LUMO gap ... 0.3993 Eh
Electronic energy ... -306.41835 Ha
Relative energy (zero: lowest compared OMol25 entry of this formula, charge and spin) ... 2.3932 eV
M ... 86.1 g mol⁻¹

Here are the Löwdin charges for atoms 1 to 8, given in e: atom 1 (O): 0.0433, atom 2 (C): 0.0229, atom 3 (C): -0.1064, atom 4 (C): -0.0755, atom 5 (O): -0.0227, atom 6 (C): -0.1889, atom 7 (H): 0.0503, atom 8 (H): 0.0482

No. 2
The following is a DFT calculation (wB97M-V/def2-TZVPD) of one molecule with the formula C30H34N2O4.

Geometry (Å):
C -4.581 -2.787 1.531
N -4.187 -1.578 2.208
C -5.103 -1.009 3.155
C -2.919 -1.077 2.044
C -2.516 0.220 2.540
C -1.337 0.804 2.066
C -0.350 0.013 1.419
C 0.854 0.553 0.667
C 2.114 -0.089 1.208
C 3.345 0.456 0.852
C 4.575 -0.105 1.229
C 4.608 -1.339 1.926
N 5.759 -2.002 2.215
C 5.733 -3.268 2.953
C 7.042 -1.571 1.721
C 3.397 -1.801 2.485
C 2.179 -1.227 2.064
C -0.697 -1.339 1.110
C -1.931 -1.859 1.427
H -4.615 -2.639 0.450
H -3.883 -3.599 1.744
H -5.579 -3.039 1.880
H -5.473 -0.018 2.826
H -5.976 -1.692 3.224
H -4.622 -0.886 4.147
H -3.226 0.766 3.147
H -1.262 1.885 2.162
H 0.950 1.653 0.911
H 3.380 1.234 0.090
H 5.503 0.295 0.868
H 5.269 -3.126 3.960
H 5.084 -4.008 2.413
H 6.778 -3.616 3.029
H 7.261 -0.534 2.044
H 7.796 -2.268 2.070
H 7.009 -1.549 0.621
H 3.403 -2.630 3.183
H 1.286 -1.812 2.301
H -0.016 -1.969 0.510
H -2.131 -2.896 1.100
C -1.241 0.439 -4.078
C 0.253 0.529 -3.845
C 1.074 0.221 -5.111
O 0.743 1.770 -3.295
C 0.918 1.950 -1.902
O 1.594 2.878 -1.487
C 0.282 0.960 -0.948
C -1.084 1.543 -0.546
C -1.997 2.396 -1.367
C -3.343 2.005 -1.342
C -4.303 2.909 -1.818
C -3.930 4.019 -2.605
C -2.569 4.377 -2.638
C -1.617 3.638 -1.884
C 0.603 -0.462 -1.589
O 1.060 -1.394 -0.966
O 0.604 -0.565 -2.930
H -1.815 0.478 -3.153
H -1.541 1.266 -4.747
H -1.454 -0.521 -4.560
H 2.139 0.179 -4.862
H 0.774 -0.754 -5.518
H 0.941 0.969 -5.902
H -1.685 0.715 -0.137
H -0.728 2.214 0.257
H -3.630 1.051 -0.908
H -5.361 2.740 -1.565
H -4.710 4.617 -3.150
H -2.275 5.262 -3.227
H -0.625 4.022 -1.679

Summary:
SMILES string ... CN(C)c1ccc(C(c2ccc(N(C)C)cc2)C2(Cc3ccccc3)C(=O)OC(C)(C)OC2=O)cc1
HOMO-LUMO gap ... 0.2807 Eh
Electronic energy ... -1573.92337 Ha
Relative energy (zero: lowest compared OMol25 entry of this formula, charge and spin) ... 1.4093 eV
M ... 486.6 g mol⁻¹

Here are the Löwdin charges for atoms 1 to 8, given in e: atom 1 (C): -0.0685, atom 2 (N): -0.2114, atom 3 (C): -0.0772, atom 4 (C): -0.2278, atom 5 (C): -0.0029, atom 6 (C): -0.0529, atom 7 (C): -0.2211, atom 8 (C): -0.1042

No. 3
The following is a DFT calculation (wB97M-V/def2-TZVPD) of a 2-piece molecular cluster, C8H18N2 overall.

Geometry (Å):
C -1.469 0.507 -1.204
C 2.032 -0.948 -0.575
N -0.080 0.447 -0.661
C 0.596 -0.838 -0.997
N 0.719 1.528 -1.266
C 0.100 -1.665 -1.930
H 0.565 1.499 -2.271
H 0.369 2.406 -0.896
H -1.899 1.468 -0.936
H -2.042 -0.308 -0.775
H -1.453 0.433 -2.289
H 2.155 -0.760 0.486
H 2.367 -1.967 -0.762
H 2.664 -0.260 -1.138
H 0.641 -2.570 -2.158
H -0.885 -1.611 -2.360
C -1.418 1.058 1.645
C -0.330 -1.462 1.461
C -0.072 0.642 1.094
C 1.021 1.248 1.597
H -1.655 2.100 1.411
H -2.209 0.399 1.298
H 0.513 -2.148 1.399
H -1.195 -1.850 0.916
H -0.602 -1.352 2.513
H -1.396 0.970 2.730
H 2.010 1.176 1.181
H 0.951 1.856 2.486

Summary:
HOMO-LUMO gap ... 0.2389 Eh
Electronic energy ... -424.88037 Ha
Relative energy (zero: lowest compared OMol25 entry of this formula, charge and spin) ... 6.8180 eV
M ... 142.2 g mol⁻¹

Here are the Löwdin charges for atoms 1 to 8, given in e: atom 1 (C): -0.0450, atom 2 (C): -0.0574, atom 3 (N): -0.2169, atom 4 (C): -0.3548, atom 5 (N): 0.1086, atom 6 (C): 0.0726, atom 7 (H): 0.0966, atom 8 (H): 0.0925

No. 4
The following is a DFT calculation (wB97M-V/def2-TZVPD) of ClHN2O2 as an isolated structure.

Geometry (Å):
N -0.142 -1.489 -0.054
N 0.742 -2.309 -0.371
O -0.660 -1.305 1.104
O 0.636 -2.192 -2.149
Cl 0.148 8.224 2.296
H -0.725 -0.930 -0.827

Summary:
Charge ... -2
HOMO-LUMO gap ... 0.3193 Eh
Electronic energy ... -720.63943 Ha
Relative energy (zero: lowest compared OMol25 entry of this formula, charge and spin) ... 2.8353 eV
M ... 96.5 g mol⁻¹

Atomic charges from the Löwdin analysis, expressed in e, are listed below: atom 1 (N): -0.3808, atom 2 (N): -0.0081, atom 3 (O): -0.2282, atom 4 (O): -0.5598, atom 5 (Cl): -1.0000, atom 6 (H): 0.1769

No. 5
The following is a DFT calculation (wB97M-V/def2-TZVPD) of a 2-piece molecular cluster, C2H7Cl3Si2 overall.

Geometry (Å):
C 0.945 -2.956 -1.731
C 0.741 -2.126 -0.542
Si 1.883 -0.986 0.182
Si -2.362 3.817 1.417
Cl -2.843 3.282 3.367
Cl -0.911 5.259 1.422
Cl -1.631 2.228 0.537
H 0.159 -2.936 -2.587
H 1.909 -2.753 -2.063
H 0.941 -4.042 -1.606
H -0.112 -2.345 -0.073
H -3.521 4.524 0.639
H 2.258 -1.082 1.622
H 2.544 0.116 -0.583

Summary:
SMILES string ... Cl[SiH](Cl)Cl.CC=[SiH2]
HOMO-LUMO gap (spin up / spin down) ... 0.2725 / 0.2725 Eh
Electronic energy ... -2039.97712 Ha
Relative energy (zero: lowest compared OMol25 entry of this formula, charge and spin) ... 3.8485 eV
M ... 193.6 g mol⁻¹

Here are the Löwdin charges for atoms 1 to 8, given in e: atom 1 (C): -0.2492, atom 2 (C): -0.4304, atom 3 (Si): 0.7520, atom 4 (Si): -0.7335, atom 5 (Cl): 0.2130, atom 6 (Cl): 0.2269, atom 7 (Cl): 0.3134, atom 8 (H): 0.0982

No. 6
The following is a DFT calculation (wB97M-V/def2-TZVPD) of C28H55As2NReSi4 as an isolated structure.

Geometry (Å):
Re 0.187 0.104 -0.200
C 0.723 3.072 1.073
N -0.325 2.288 0.416
C -0.707 2.955 -0.830
C -1.522 2.242 1.284
C -2.451 1.166 0.803
C -3.821 1.353 0.738
C -4.651 0.308 0.365
C -4.098 -0.928 0.075
C -2.722 -1.097 0.102
C -1.858 -0.057 0.441
H 0.378 4.091 1.263
H 1.604 3.123 0.430
H 0.995 2.603 2.017
H -1.168 3.928 -0.625
H -1.435 2.350 -1.380
H 0.177 3.134 -1.445
H -2.013 3.219 1.316
H -1.195 1.976 2.289
H -4.243 2.314 0.993
H -5.715 0.460 0.301
H -4.731 -1.767 -0.173
H -2.316 -2.077 -0.138
C -0.557 -3.794 -1.775
As 0.078 -1.946 -1.700
C -1.208 -1.158 -2.932
C 1.621 -1.925 -2.883
C 1.993 -3.071 -3.573
C 2.886 -2.999 -4.627
C 3.424 -1.776 -4.993
C 3.108 -0.644 -4.264
C 2.213 -0.703 -3.206
As 1.694 0.929 -2.264
C 0.997 1.924 -3.811
C 3.409 1.850 -2.054
H -0.724 -4.041 -2.824
H -1.505 -3.893 -1.249
H 0.152 -4.500 -1.343
H -1.112 -1.639 -3.907
H -1.036 -0.084 -3.062
H -2.223 -1.303 -2.558
H 1.569 -4.026 -3.296
H 3.136 -3.891 -5.180
H 4.079 -1.708 -5.847
H 3.543 0.306 -4.551
H 1.847 2.281 -4.393
H 0.387 2.787 -3.537
H 0.402 1.270 -4.449
H 3.961 1.813 -2.990
H 4.015 1.402 -1.266
H 3.244 2.901 -1.810
C 2.420 -3.754 0.501
Si 1.382 -3.316 2.038
C -0.467 -3.699 1.829
C 2.105 -4.221 3.551
Si 1.252 -0.585 1.790
Si 3.713 -0.181 2.074
C 4.573 -0.829 0.493
C 4.542 -0.943 3.607
C 3.923 1.711 2.190
Si 0.214 -0.084 4.177
C 1.281 -1.000 5.456
C -1.538 -0.766 3.901
C 0.213 1.759 4.680
H 2.276 -4.799 0.239
H 3.481 -3.620 0.684
H 2.141 -3.144 -0.360
H -0.608 -4.699 1.428
H -0.923 -2.978 1.155
H -0.995 -3.658 2.775
H 2.315 -5.254 3.280
H 1.407 -4.251 4.381
H 3.035 -3.795 3.909
H 5.022 -1.803 0.655
H 5.381 -0.163 0.203
H 3.887 -0.917 -0.349
H 4.350 -2.002 3.728
H 4.240 -0.446 4.521
H 5.619 -0.822 3.520
H 3.584 2.223 1.297
H 4.973 1.957 2.327
H 3.389 2.130 3.035
H 1.577 -1.993 5.144
H 0.719 -1.101 6.380
H 2.177 -0.438 5.695
H -1.626 -1.778 4.277
H -1.805 -0.772 2.847
H -2.276 -0.168 4.427
H 1.167 2.247 4.515
H 0.012 1.832 5.748
H -0.556 2.347 4.191

Summary:
Multiplicity ... 4
Charge ... +2
HOMO-LUMO gap (spin up / spin down) ... 0.2276 / 0.2144 Eh
Electronic energy ... -6861.92114 Ha
⟨S²⟩ ... 3.81
Relative energy (zero: lowest compared OMol25 entry of this formula, charge and spin) ... 1.3762 eV
M ... 854.2 g mol⁻¹

Here are the Löwdin charges for atoms 1 to 8, given in e: atom 1 (Re): 0.7489, atom 2 (C): -0.0697, atom 3 (N): -0.3740, atom 4 (C): -0.1001, atom 5 (C): -0.1507, atom 6 (C): -0.2604, atom 7 (C): -0.0136, atom 8 (C): -0.0379